# 1
The following is a DFT calculation (the ωB97M-V functional and the def2-TZVPD basis) of C32H63BrCl2IN4O7S2 as an isolated structure at a distorted geometry.

Last column: Mulliken charge in e.
Geometry (Å):
I1 -2.28258 0.99968 4.64958  0.16
Br1 3.49074 -0.05313 3.59678  0.06
Cl1 1.84789 3.67369 0.77299  -0.10
Cl2 -2.25627 4.48728 -0.16445  -0.16
S1 -1.53224 3.89870 3.91478  -0.04
S2 6.27731 4.52227 2.98957  -0.23
O1 -2.75350 -4.68227 -6.12720  -0.43
O2 -4.07767 -4.23684 -4.30174  -0.59
O3 -3.11267 -2.58765 -5.57416  -0.23
O4 2.55220 1.70611 5.35087  -0.06
O5 0.68296 -0.59695 -8.70784  -0.33
O6 -0.37269 -2.38583 -7.99522  -0.32
O7 0.00344 -2.15468 -10.25115  -0.56
N1 -4.10208 1.29287 0.86367  -0.49
N2 0.49207 -0.13381 6.68216  -0.44
N3 0.38356 2.18588 4.70364  1.74
N4 0.86565 0.70266 2.17321  1.61
C1 -0.45087 2.55400 -1.53626  -0.79
C2 3.64184 2.26187 6.01520  -0.01
C3 -3.79187 -1.62777 -4.77000  -0.51
C4 1.29878 0.12541 -9.77006  -0.63
C5 -1.61373 1.20278 1.42498  0.09
C6 -3.03842 1.95302 1.50271  -0.73
C7 0.07061 3.13130 1.21454  -1.19
C8 2.15982 3.83302 4.08881  -0.32
C9 -1.00274 -3.65143 -8.22566  0.70
C10 0.61590 -0.66786 -0.22166  -1.30
C11 -3.29753 -1.80203 -0.34691  -1.00
C12 2.07600 1.27327 2.95358  -2.91
C13 0.16899 1.21798 7.22586  -0.60
C14 0.52535 -0.52571 2.94695  0.64
C15 -0.65939 2.21347 3.68337  -2.24
C16 -0.61950 3.52487 -0.24976  -0.08
C17 1.84623 2.25745 4.21304  0.51
C18 -0.25465 1.81179 2.10297  2.38
C19 -2.95943 -6.08726 -5.93904  -0.27
C20 4.63130 3.56648 2.78450  -0.08
C21 -1.85825 -1.45054 -1.09152  0.00
C22 3.51402 4.45930 3.53254  -1.05
C23 2.11675 -2.69878 1.90142  -0.90
C24 0.08631 -1.74999 -9.10206  0.72
C25 0.98128 -2.01816 2.79577  -1.09
C26 0.03236 -4.73678 -8.46759  -1.32
C27 -4.32568 -6.50893 -6.45238  -1.18
C28 3.47580 3.25482 7.30522  -0.90
C29 0.12508 2.45472 6.09862  -0.52
C30 -3.37720 -3.87416 -5.23388  0.63
C31 -0.61540 -1.66726 0.01051  -0.30
C32 1.32261 0.28376 0.80148  -0.72
H1 -4.94170 1.89577 1.00127  0.29
H2 -0.90808 2.96994 6.41871  0.47
H3 3.08453 -2.12257 1.63526  0.23
H4 0.05931 -2.75231 2.53480  0.30
H5 -2.91709 3.77198 3.92459  0.25
H6 1.24333 -2.44202 3.89362  0.42
H7 2.42292 -0.16551 0.98469  0.47
H8 4.20790 1.32183 6.51437  0.30
H9 0.97523 1.45445 8.07438  0.21
H10 -1.73967 -2.25213 -1.94676  0.40
H11 0.01379 4.49810 -0.61657  0.59
H12 -0.27461 -2.79502 -0.19955  0.55
H13 -3.61135 -1.80007 -3.70256  0.11
H14 -4.44452 -7.59426 -6.39283  0.39
H15 0.60240 2.04560 -1.58850  0.20
H16 -3.40771 -0.63644 -5.02635  0.24
H17 2.47124 -3.72838 2.39418  0.33
H18 0.76071 -4.76332 -7.65072  0.32
H19 4.54573 2.73404 5.39248  0.03
H20 0.59652 0.30418 -10.59260  0.29
H21 -1.95795 0.12308 1.80229  0.36
H22 1.26566 4.29926 3.44243  0.33
H23 -0.16502 4.18262 1.76989  0.47
H24 2.76454 4.16728 7.16277  0.21
H25 1.62229 1.09441 -9.37965  0.22
H26 2.78995 1.65733 2.09468  0.58
H27 7.17553 3.63778 3.64315  0.15
H28 2.18102 -0.41606 -10.12708  0.29
H29 -1.51330 0.94773 0.26120  -0.50
H30 -2.81753 -6.36548 -4.88811  0.29
H31 -1.57260 -3.89151 -7.32127  -0.17
H32 -3.33996 2.98378 1.94723  0.12
H33 1.46532 -1.35967 -0.72004  0.44
H34 1.05526 -0.65211 7.40255  0.26
H35 -4.86466 -1.65044 -4.98822  0.31
H36 4.08414 5.02160 4.42125  0.42
H37 1.66955 1.18510 0.09153  0.62
H38 4.52240 3.42017 1.63112  0.29
H39 -0.85992 1.12087 7.82096  0.29
H40 -0.49420 3.25344 -2.50657  0.45
H41 3.03687 2.60408 8.19301  0.25
H42 1.98286 4.36370 5.14748  0.27
H43 3.23578 5.34849 2.78258  0.31
H44 0.25702 -0.06624 -1.19806  0.22
H45 -5.12851 -6.04385 -5.87143  0.30
H46 -4.20595 -1.19380 -0.80584  0.25
H47 0.74053 -0.24555 4.09751  0.00
H48 -1.13319 -1.70610 1.04880  -0.13
H49 1.64729 -3.04089 0.85682  0.13
H50 -0.42892 -0.65217 6.62731  0.27
H51 -0.64882 -0.71976 3.10439  0.24
H52 -0.44532 -5.71679 -8.55129  0.36
H53 0.87187 3.25031 6.59126  0.06
H54 -4.46159 -6.19145 -7.49123  0.30
H55 -3.29469 -1.54905 0.81316  0.30
H56 -1.89898 -0.34897 -1.49909  -0.27
H57 4.85153 2.51364 3.24842  -0.01
H58 -1.72150 -3.58537 -9.05090  0.30
H59 -3.53001 -2.96823 -0.41631  0.25
H60 -1.35275 1.79346 -1.72360  0.05
H61 4.53427 3.65273 7.61766  0.34
H62 -2.18283 -6.60178 -6.51563  0.37
H63 0.59514 -4.55009 -9.38780  0.40

Summary:
* largest force on an atom: 6.7 eV/Å
* multiplicity: 1
* charge: +1
* HOMO level: -11.25 eV
* HOMO-LUMO gap: 8.13 eV


# 2
The following is a DFT calculation (the ωB97M-V functional and the def2-TZVPD basis) of C50H51N6O2P2PtSi2 as an isolated structure at a distorted geometry.

Last column: Mulliken charge in e.
Geometry (Å):
Pt1 0.01522 0.05844 -0.99014  1.89
P1 0.88837 -2.08522 0.43854  0.12
P2 1.96486 0.70110 1.23961  2.15
Si1 1.10204 3.56983 1.23081  0.56
Si2 -1.36399 -2.73096 -1.43859  0.72
O1 2.34866 0.25512 -3.01877  -0.72
O2 -0.96129 3.18421 -1.92567  -0.93
N1 0.91508 1.86718 1.05791  0.38
N2 -0.60631 -1.84425 -0.14070  -0.51
N3 0.65381 1.54832 -2.18051  0.60
N4 -2.37608 -0.29237 -7.34388  -0.67
N5 -2.87871 0.32464 -5.10904  -0.24
N6 -1.91601 0.73290 -1.20346  1.11
C1 1.84793 -3.38265 -0.42143  0.85
C2 -0.45672 -3.41404 2.47984  -0.83
C3 -5.16740 0.81211 -3.00428  -0.61
C4 2.95086 -0.15975 3.80167  -0.35
C5 2.53940 2.65958 -5.11159  -0.51
C6 2.84029 -5.55185 -0.69462  -0.78
C7 1.68373 4.04413 3.00929  -1.37
C8 2.95425 -3.94854 -2.47764  -0.85
C9 -4.20862 0.12464 -5.30284  1.01
C10 3.24437 -5.20685 -1.97303  -0.68
C11 -3.24747 -2.52584 -1.19585  -1.23
C12 3.70373 1.17309 0.97758  0.31
C13 0.57852 0.03782 3.46918  -0.58
C14 -1.02285 -4.61511 -1.36525  -1.39
C15 1.35855 4.75022 -5.41783  -0.61
C16 1.83961 -3.76920 4.00567  -0.89
C17 -2.79027 0.64903 -2.18542  -1.21
C18 -5.19028 0.39983 -4.31997  -0.82
C19 -3.68442 -0.51280 -7.55469  -0.22
C20 2.13522 -4.64754 0.08139  -0.51
C21 2.27185 -3.03354 -1.69924  -0.75
C22 -0.79567 -2.09784 -3.15469  -0.71
C23 -0.63208 4.30233 0.96673  -0.98
C24 4.27988 0.84033 -0.24093  -0.67
C25 1.68075 1.28543 -3.04888  0.22
C26 -3.59806 1.52083 0.27452  -1.20
C27 1.87440 0.12279 2.97277  0.52
C28 0.76012 3.32516 -3.61666  0.39
C29 -2.28267 1.16627 0.01039  -0.13
C30 5.71767 2.31876 1.60668  -1.06
C31 4.41612 1.94320 1.88962  0.05
C32 -0.50702 -4.15739 3.64531  -0.75
C33 -4.53496 1.40791 -0.72486  -1.04
C34 5.57449 1.23237 -0.52864  -0.87
C35 1.76225 2.41635 -3.99453  -0.03
C36 1.43412 -0.59358 5.61129  -0.61
C37 0.03170 2.73384 -2.47569  -0.17
C38 2.72615 -0.50460 5.12309  -0.80
C39 0.35701 -0.33253 4.77869  -0.73
C40 6.30231 1.95515 0.40263  -0.62
C41 -2.07112 0.10947 -6.11789  -0.23
C42 0.74729 -2.85586 2.07881  0.65
C43 1.90052 -3.04353 2.83223  -0.12
C44 2.36191 4.32370 0.00236  -0.87
C45 2.32338 3.83194 -5.81955  -0.47
C46 -4.15733 0.96285 -2.01724  0.96
C47 0.63508 -4.32762 4.41039  -0.69
C48 -4.63177 -0.32307 -6.58719  -0.83
C49 1.66640 -0.56661 0.05196  -1.23
C50 0.55177 4.49611 -4.31853  -0.52
H1 6.01043 0.97266 -1.48312  0.49
H2 1.12384 4.89119 3.39453  0.45
H3 1.53582 3.21211 3.69254  0.27
H4 -3.95027 -0.84948 -8.55333  0.38
H5 3.70078 0.27638 -0.95924  0.10
H6 2.15523 5.37213 -0.19278  0.47
H7 -0.99356 4.04280 -0.02274  0.11
H8 3.38658 4.24024 0.35798  0.32
H9 -3.87272 1.88521 1.25489  0.50
H10 -0.22877 5.18325 -4.02642  0.54
H11 -0.27145 -1.14019 -3.05628  -0.18
H12 2.30142 3.78938 -0.94047  -0.01
H13 -0.61684 5.38523 1.06144  0.42
H14 3.26653 -3.67996 -3.47552  0.47
H15 1.26812 -0.86091 6.64422  0.36
H16 -1.49403 1.29951 0.74388  0.14
H17 3.94856 2.24932 2.81496  0.61
H18 -3.51399 -1.54595 -0.82249  0.28
H19 6.28158 2.89944 2.32559  0.39
H20 -0.94566 -4.96379 -0.34073  0.37
H21 3.07405 -6.53331 -0.30276  0.44
H22 2.92552 4.03555 -6.69268  0.41
H23 2.07013 -2.03281 -2.06363  0.37
H24 3.79054 -5.91915 -2.57480  0.36
H25 -0.23878 0.28585 2.80385  0.17
H26 -5.56497 1.68802 -0.54189  0.38
H27 -0.65136 -0.41926 5.15445  0.42
H28 3.96185 -0.10418 3.42003  0.47
H29 -5.67718 -0.51791 -6.78734  0.35
H30 -1.34288 3.91025 1.68717  0.22
H31 3.56443 -0.70853 5.77511  0.36
H32 7.32253 2.24550 0.18554  0.38
H33 -1.43020 -4.62859 3.95017  0.40
H34 -2.45112 0.35870 -3.17300  1.14
H35 1.22601 5.66578 -5.97893  0.42
H36 -6.15380 1.04182 -2.60776  0.27
H37 0.59676 -4.91499 5.31752  0.37
H38 3.28152 1.94952 -5.44089  0.52
H39 -1.33096 -3.27265 1.85999  0.43
H40 -0.11805 -2.79319 -3.64235  0.42
H41 -3.64958 -3.26232 -0.50831  0.38
H42 2.83554 -2.62561 2.47636  0.59
H43 -1.01663 0.28867 -5.93373  0.58
H44 -3.74230 -2.65594 -2.15162  0.35
H45 -1.63747 -1.93113 -3.81776  0.34
H46 2.73275 -3.92626 4.59547  0.41
H47 -1.83226 -5.15859 -1.84066  0.48
H48 2.73768 4.30960 3.03198  0.28
H49 -0.10325 -4.88190 -1.87481  0.29
H50 1.82096 -4.93797 1.07526  0.34
H51 -6.19426 0.28547 -4.72312  0.25

Summary:
* largest force on an atom: 2.7 eV/Å
* multiplicity: 1
* charge: -1
* HOMO level: -3.26 eV
* HOMO-LUMO gap: 4.41 eV